16
Properties=species:S:1:pos:R:3 method="wB97M-V/def2-TZVPD" e_above_lowest_ev=0.616 lumo_energy_ev=1.149 total_energy_ha=-159.56235 smiles=CC.CC largest_force_ev_per_a=2.11 orbital_gap_ha=0.4597
C -0.252 -1.225 1.562
C 0.874 -0.983 2.594
H -0.185 -0.475 0.772
H -0.201 -2.247 1.182
H -1.236 -1.291 2.022
H 0.425 -0.749 3.585
H 1.330 -0.033 2.387
H 1.592 -1.773 2.793
C 0.435 1.031 -2.073
C -1.064 1.184 -2.059
H 1.035 1.887 -1.704
H 0.770 0.179 -1.514
H 0.825 0.993 -3.089
H -1.559 0.471 -1.391
H -1.394 0.814 -3.039
H -1.397 2.217 -2.030